[1]
14
Properties=species:S:1:pos:R:3:forces:R:3:lowdin_charge:R:1 method="wB97M-V/def2-TZVPD" orbital_gap_ev=10.6 fmax_ev_per_a=4.29 homo_energy_ev=-10.1 smiles="O=C1NN[C@@](O)(C(F)(F)F)S1" total_charge=0
S -0.0429 -1.6098 -0.0132 0.22 0.03 0.76 1.092
F -2.3169 1.5924 -0.3109 0.33 0.55 0.18 0.178
F -2.1635 -0.2302 -1.4105 0.34 0.01 0.05 0.117
F -2.7041 -0.2740 0.6790 -0.24 -0.15 0.13 0.152
O -0.3610 0.5736 1.5350 1.53 -1.88 2.83 0.009
O 2.6029 -1.8530 0.4056 -0.38 0.94 -0.31 0.025
N 0.6811 0.9853 -0.6252 -1.75 -1.96 3.38 0.084
N 1.7769 0.0837 -0.4828 1.59 2.29 -1.44 -0.023
C -1.9220 0.3329 -0.2129 0.11 -0.19 -0.21 -0.654
C -0.4547 0.1245 0.2767 1.01 1.30 -2.67 -0.658
C 1.7162 -1.1089 0.0399 -1.09 -3.16 0.32 -0.782
H 2.7521 0.3854 -0.4748 -0.62 0.97 -0.17 0.173
H 0.1446 -0.1208 2.1368 -1.57 2.05 -1.87 0.187
H 0.2912 1.1189 -1.5428 0.53 -0.79 -0.97 0.099

[2]
10
Properties=species:S:1:pos:R:3:forces:R:3:lowdin_charge:R:1 method="wB97M-V/def2-TZVPD" orbital_gap_ev="7.1 / 9.4" fmax_ev_per_a=3.91 homo_energy_ev="-8.6 / -9.6" total_charge=0
F 1.3546 -1.6276 0.2473 -0.37 0.28 -0.45 0.078
F 2.4467 -0.1214 1.2663 -0.29 0.32 0.94 0.097
F -3.5381 -0.0403 -1.0142 0.53 0.37 0.40 0.095
O 1.5675 0.4671 -0.6325 1.83 -1.03 -3.30 0.047
C 1.4031 -0.2861 0.4392 0.63 -0.77 -0.13 -0.525
C -2.3109 0.0181 -0.5800 0.40 -0.99 -0.68 -0.104
C -1.4281 0.4054 0.2402 1.11 -0.85 -0.52 -0.009
H 2.2407 0.0335 -1.3225 -1.83 1.19 2.16 0.198
H -1.5365 1.0775 1.0186 -0.38 1.41 1.59 0.044
H -0.1989 0.0738 0.3376 -1.63 0.05 -0.01 0.079

[3]
10
Properties=species:S:1:pos:R:3:forces:R:3:lowdin_charge:R:1 method="wB97M-V/def2-TZVPD" orbital_gap_ev=11.3 fmax_ev_per_a=3.41 homo_energy_ev=-10.6 total_charge=0
F 2.3548 -0.6841 -0.2433 -1.02 1.17 -0.15 0.022
F 1.5792 3.7442 -0.7220 -0.07 0.16 0.96 0.065
F 0.0392 3.6035 -2.0738 -0.92 0.01 0.19 0.082
O 1.3981 1.0007 -1.3688 -0.06 -0.37 0.25 0.130
C 1.3165 3.5553 -1.9684 1.00 0.04 -1.19 -0.150
C 1.4615 0.4186 -0.3455 2.08 -0.41 -1.00 -0.459
C 0.7304 0.5427 0.9055 0.88 3.14 0.99 0.021
H 1.3827 0.4820 1.7718 -0.08 -1.01 -0.03 0.101
H 0.2367 1.5297 1.0752 0.18 -0.74 -0.89 0.113
H 0.0346 -0.1898 0.7144 -1.99 -1.99 0.86 0.074

[4]
10
Properties=species:S:1:pos:R:3:forces:R:3:lowdin_charge:R:1 method="wB97M-V/def2-TZVPD" orbital_gap_ev=9.4 fmax_ev_per_a=0.45 homo_energy_ev=-9.3 total_charge=0
F -2.7267 -0.0312 0.4381 0.24 0.22 -0.06 0.071
F 2.5574 0.9964 -0.2386 0.13 -0.36 0.09 0.061
F 3.1694 -0.8086 0.5866 -0.07 0.27 -0.13 0.065
O -1.0729 1.4405 0.1538 -0.06 0.17 0.03 0.103
C -0.6567 -0.8678 -0.2017 0.14 0.06 -0.03 0.078
C 2.6923 -0.2754 -0.5037 0.08 0.15 0.08 -0.096
C -1.4285 0.1551 0.1079 -0.17 -0.41 0.03 -0.480
H 0.3753 -0.7300 -0.4800 -0.15 0.11 -0.05 0.007
H -1.8515 1.9822 0.3314 0.01 -0.03 0.00 0.124
H -1.0581 -1.8613 -0.1938 -0.16 -0.17 0.04 0.067

[5]
10
Properties=species:S:1:pos:R:3:forces:R:3:lowdin_charge:R:1 method="wB97M-V/def2-TZVPD" orbital_gap_ev=9.1 fmax_ev_per_a=2.53 homo_energy_ev=-9.3 smiles="O=C=CF.FCF" total_charge=0
F -2.3620 2.1319 -0.3473 0.49 0.07 -1.63 -0.029
F 0.2973 -0.7613 1.4407 -0.38 -0.38 -1.11 -0.003
F 1.9507 0.3777 0.5772 0.14 1.17 -0.63 0.028
O -0.7380 -0.2161 -2.5128 0.36 0.23 -0.28 0.182
C 1.5556 -0.8554 0.8952 -0.48 0.11 -0.47 -0.255
C -1.1372 0.4360 -1.6398 -0.76 -0.03 0.58 -0.148
C -1.6709 0.9515 -0.5558 -1.02 1.37 0.99 -0.116
H 1.7136 -1.4957 -0.0069 -0.99 0.24 0.75 0.145
H 2.1033 -1.1278 1.7260 1.71 -1.16 1.45 0.096
H -1.7124 0.5593 0.4235 0.93 -1.61 0.35 0.101

[6]
11
Properties=species:S:1:pos:R:3:forces:R:3:lowdin_charge:R:1 method="wB97M-V/def2-TZVPD" orbital_gap_ev="9.1 / 9.1" fmax_ev_per_a=4.43 homo_energy_ev="-10.2 / -10.2" total_charge=0
F 1.8349 2.0599 -0.1712 -0.15 -1.22 0.36 0.158
F -2.7487 -0.0241 0.9319 -1.35 0.24 1.13 0.050
F 2.5067 -1.6655 -0.0865 -0.44 -1.12 -0.24 -0.173
O -0.8925 0.7905 0.0748 1.12 -0.66 0.14 -0.022
O 3.1100 -0.4734 0.2257 -2.60 3.58 -0.13 -0.071
C -1.9811 -0.0597 -0.1457 -0.47 2.11 -2.33 -0.265
C 0.3231 0.1518 0.2257 1.78 0.58 -1.01 -0.093
C 1.4484 0.8368 0.0417 1.96 -1.62 0.38 -0.006
H 0.5777 -0.9382 0.2362 -1.18 0.80 0.37 0.138
H -2.5360 0.3661 -1.1007 0.87 -1.02 2.03 0.178
H -1.6425 -1.0444 -0.2318 0.45 -1.66 -0.71 0.106

[7]
10
Properties=species:S:1:pos:R:3:forces:R:3:lowdin_charge:R:1 method="wB97M-V/def2-TZVPD" orbital_gap_ev=8.4 fmax_ev_per_a=5.40 homo_energy_ev=-8.8 total_charge=0
S 1.5522 1.7418 -0.3897 -0.93 -0.85 0.41 0.741
F -1.7557 1.6400 0.5202 -0.59 0.58 0.56 0.143
F -2.0898 -0.5034 0.2697 0.18 0.37 -0.06 0.119
F -1.7620 0.7866 -1.4377 -0.21 -0.02 -0.69 0.148
C 1.1371 -0.9114 0.3027 -2.62 -1.28 -4.54 -0.162
C 0.7022 0.4363 -0.0032 -2.41 2.07 -1.30 -0.671
C -1.4565 0.5865 -0.1828 4.24 -0.92 0.69 -0.561
H 1.1660 -1.0446 1.2984 -0.62 -1.00 3.62 0.043
H 0.4029 -1.6064 -0.3350 1.45 1.01 2.00 0.145
H 2.1037 -1.1253 -0.0425 1.51 0.05 -0.69 0.055

[8]
10
Properties=species:S:1:pos:R:3:forces:R:3:lowdin_charge:R:1 method="wB97M-V/def2-TZVPD" orbital_gap_ev="5.3 / 5.3" fmax_ev_per_a=5.09 homo_energy_ev="-8.7 / -8.7" total_charge=0
S 1.2959 -1.0174 -0.8399 -0.46 0.10 -0.24 0.653
F -0.7621 0.5188 0.6074 0.11 0.00 -1.18 0.025
F -2.5943 0.2981 -2.4791 -1.22 0.31 -1.61 0.139
F -2.5965 1.4834 0.2609 -0.44 0.28 -0.86 0.099
C 1.8918 -0.6252 0.8193 0.47 -1.94 -0.55 -0.516
C -1.6405 0.7917 -0.3732 -0.66 -0.80 0.52 -0.384
C -1.7237 0.2101 -1.5748 3.28 -0.08 3.89 -0.051
H 1.3588 0.2032 1.1114 -1.02 1.95 0.97 -0.025
H 1.8299 -1.4151 1.5533 -1.01 -0.55 0.00 0.033
H 2.9406 -0.4476 0.9147 0.93 0.73 -0.94 0.027

[9]
11
Properties=species:S:1:pos:R:3:forces:R:3:lowdin_charge:R:1 method="wB97M-V/def2-TZVPD" orbital_gap_ev=8.7 fmax_ev_per_a=3.34 homo_energy_ev=-9.3 total_charge=0
I -1.6034 -2.1701 3.0742 0.36 -0.68 0.59 0.736
F -0.7916 0.6196 -0.0866 -0.67 0.53 -0.05 0.034
F 0.4036 -1.0971 -0.4084 0.19 -1.76 -0.41 0.098
F -2.7543 -1.5785 0.6159 0.11 -0.10 0.07 -0.112
F 2.4031 0.7801 -1.4684 0.44 -0.19 0.24 -0.015
C 1.4702 0.9899 -0.4929 -2.44 1.87 -0.65 -0.154
C 0.2478 0.1499 -0.7960 1.18 2.40 -2.01 -0.455
C -2.3227 -0.8816 1.6196 -0.58 0.73 -0.54 -0.600
H 0.1734 0.4001 -1.9247 -0.94 -1.58 1.34 0.185
H 1.7567 0.7346 0.5010 1.04 0.25 0.73 0.121
H 1.0172 2.0531 -0.6336 1.31 -1.46 0.69 0.163

[10]
12
Properties=species:S:1:pos:R:3:forces:R:3:lowdin_charge:R:1 method="wB97M-V/def2-TZVPD" orbital_gap_ev=5.6 fmax_ev_per_a=2.73 homo_energy_ev=-7.8 total_charge=0
I 1.7828 4.3669 1.9967 0.72 -0.74 0.78 -0.697
F 0.3958 -0.1171 -2.3082 1.25 -0.31 -1.73 0.104
O -2.1538 -2.8527 -0.1669 1.67 0.64 0.25 0.153
O -0.4945 -1.4378 0.4984 0.43 -0.44 1.10 0.085
O -1.3803 -1.2872 -1.5117 0.92 1.23 -0.88 0.146
C 0.0784 -0.2464 0.0049 -0.29 0.69 -0.66 -0.045
C -1.3539 -1.9717 -0.3685 -2.45 -1.14 0.37 -0.568
C -0.5534 -0.1339 -1.4016 -0.95 0.24 1.62 -0.319
Li 3.8378 2.5692 4.2113 -0.75 0.67 -0.80 0.703
H -1.1792 0.7475 -1.5411 -0.05 -0.04 -0.03 0.169
H -0.1476 0.6334 0.6073 -0.47 -0.27 0.28 0.133
H 1.1679 -0.2704 -0.0206 -0.04 -0.51 -0.30 0.137

[11]
10
Properties=species:S:1:pos:R:3:forces:R:3:lowdin_charge:R:1 method="wB97M-V/def2-TZVPD" orbital_gap_ev=9.2 fmax_ev_per_a=2.71 homo_energy_ev=-13.3 total_charge=+1
K -0.3842 -1.2900 -3.9403 0.02 0.11 0.29 0.959
F -0.5686 -1.2329 1.7462 0.40 0.19 0.07 0.093
O 0.2725 -0.5794 -0.8774 0.83 -0.20 0.67 -0.091
O -1.3447 0.3492 0.2859 0.26 0.52 0.55 0.028
C 0.8041 0.1381 0.2616 0.40 -1.59 -0.34 -0.075
C -0.4970 0.5446 -0.7613 -0.34 2.11 -1.66 -0.222
C -0.3443 0.0082 1.2607 -0.31 0.05 -0.03 -0.291
H -0.3437 0.7373 2.0773 -0.09 -0.14 -0.17 0.180
H 0.5612 1.4653 -0.4661 -1.14 -1.86 0.63 0.257
H 1.8446 -0.1403 0.4133 -0.04 0.79 -0.01 0.162

[12]
9
Properties=species:S:1:pos:R:3:forces:R:3:lowdin_charge:R:1 method="wB97M-V/def2-TZVPD" orbital_gap_ev=11.4 fmax_ev_per_a=6.10 homo_energy_ev=-11.6 total_charge=0
F 2.7130 1.0943 0.2153 -1.84 1.09 0.57 -0.112
N 1.7349 2.0984 0.6914 3.10 0.46 -0.30 0.148
N -1.5687 2.9502 1.3047 1.60 -1.11 -0.31 0.178
C -0.5799 2.3934 1.0440 -1.07 2.07 0.22 -0.184
C 0.0369 0.1001 0.0789 0.61 4.98 -1.59 0.035
C 0.5787 1.6932 0.5787 -3.23 -5.17 -0.10 -0.300
H 0.6001 -0.6036 0.6174 1.05 -0.89 0.26 0.027
H 0.3748 0.3186 -1.0563 -1.45 -1.57 2.45 0.128
H -1.0416 0.0498 0.4174 1.22 0.14 -1.20 0.079

[13]
10
Properties=species:S:1:pos:R:3:forces:R:3:lowdin_charge:R:1 method="wB97M-V/def2-TZVPD" orbital_gap_ev=11.0 fmax_ev_per_a=3.71 homo_energy_ev=-10.3 smiles=Cc1nnoc1F total_charge=0
F 1.5473 1.7918 0.0958 -0.55 -0.49 -0.72 0.144
O 2.1702 -0.3029 -0.1591 2.04 2.37 0.80 0.086
N 0.4471 -1.4539 0.0859 -0.35 0.53 0.58 0.092
N 1.7110 -1.4900 0.0744 -1.60 -3.26 -0.77 0.002
C -1.4309 0.1888 -0.0862 -1.92 -0.52 3.02 -0.035
C 1.1572 0.5295 -0.0793 0.72 2.85 0.26 -0.324
C 0.0019 -0.0993 0.0211 -0.10 -2.93 -1.01 -0.237
H -1.6040 1.2178 -0.2575 -0.19 1.03 -0.78 0.060
H -1.8810 0.0889 0.9735 0.65 -0.04 -1.32 0.112
H -2.1188 -0.4706 -0.6685 1.29 0.46 -0.06 0.100

[14]
10
Properties=species:S:1:pos:R:3:forces:R:3:lowdin_charge:R:1 method="wB97M-V/def2-TZVPD" orbital_gap_ev="7.9 / 7.9" fmax_ev_per_a=4.87 homo_energy_ev="-9.9 / -9.9" total_charge=0
F 3.4407 0.6715 -0.8623 -0.23 -0.10 0.25 -0.192
O 3.0295 0.3877 0.4415 -2.88 -0.27 -0.35 -0.114
N 0.3892 -0.5005 -0.9244 -1.32 0.27 -0.19 0.090
N -1.0024 -0.5636 -0.9413 0.74 0.04 -0.03 0.011
C 0.5985 0.0785 0.1978 4.55 -0.85 -1.53 -0.046
C -0.4229 0.2770 1.0303 -3.27 1.67 0.97 -0.052
C -1.5288 -0.0333 0.1983 4.44 -0.93 0.23 -0.061
H -1.4337 -1.0639 -1.7231 0.18 0.53 0.62 0.167
H -0.6202 0.8006 1.9550 0.72 -0.21 0.02 0.109
H -2.4499 -0.0540 0.6283 -2.92 -0.14 0.02 0.087

[15]
11
Properties=species:S:1:pos:R:3:forces:R:3:lowdin_charge:R:1 method="wB97M-V/def2-TZVPD" orbital_gap_ev="5.8 / 5.8" fmax_ev_per_a=4.25 homo_energy_ev="-9.0 / -9.0" total_charge=0
F -1.8731 0.8815 0.5520 0.41 1.06 0.42 -0.197
O -1.2503 -1.3799 -0.4422 -1.48 -0.82 -0.30 0.142
O -2.9274 0.0174 0.3936 0.55 -1.04 -0.47 -0.075
N 0.0138 0.4443 -1.1283 1.84 0.16 1.50 0.109
N 1.1177 1.0029 -0.7082 -0.03 1.05 -1.13 0.099
C -0.2863 -0.6757 -0.2898 -0.81 0.30 0.11 -0.471
C 0.7668 -0.7281 0.6588 1.40 2.82 -2.04 0.103
C 1.6662 0.2813 0.2847 -3.50 -2.41 0.06 -0.066
H 0.8865 -1.3504 1.4528 0.05 -1.93 1.86 0.094
H 2.5399 0.4561 0.8027 1.82 0.99 0.39 0.090
H -0.6537 1.0507 -1.5761 -0.24 -0.19 -0.39 0.172

[16]
11
Properties=species:S:1:pos:R:3:forces:R:3:lowdin_charge:R:1 method="wB97M-V/def2-TZVPD" orbital_gap_ev=9.7 fmax_ev_per_a=3.57 homo_energy_ev=-9.4 smiles="Nn1cc(F)c(=O)o1" total_charge=0
F 0.2340 2.3608 0.1673 -0.68 -1.67 -0.33 0.078
O 1.5152 0.3067 1.6378 0.24 -0.14 0.02 0.137
O 0.4143 -1.1326 0.3179 -0.86 -0.12 -1.27 0.120
N -1.3423 -1.9689 -0.9007 -0.03 -0.47 -1.99 0.070
N -0.4650 -0.9367 -0.8445 0.92 -1.66 0.24 -0.172
C -0.0208 1.0176 0.0148 -0.20 3.40 -1.08 -0.172
C -0.7242 0.4007 -0.9324 0.59 0.26 1.46 0.042
C 0.7348 0.1038 0.7473 1.36 -0.66 2.25 -0.483
H -1.3556 -2.4216 -1.8717 -0.32 0.97 2.40 0.146
H -2.1878 -1.8474 -0.3483 0.01 -0.17 -0.57 0.105
H -1.2866 0.8352 -1.6930 -1.02 0.26 -1.13 0.128

[17]
11
Properties=species:S:1:pos:R:3:forces:R:3:lowdin_charge:R:1 method="wB97M-V/def2-TZVPD" orbital_gap_ev=11.2 fmax_ev_per_a=2.07 homo_energy_ev=-10.6 smiles=OCc1nnc(F)o1 total_charge=0
F -2.3578 2.2459 -0.4997 0.03 0.00 -0.15 0.183
O -0.7083 1.0828 0.4308 -0.28 0.64 -0.24 0.198
O 1.7915 -1.4597 0.0821 -0.33 -0.04 0.58 -0.047
N -0.3372 -0.3923 -1.1515 -0.48 -0.11 -0.13 0.118
N -1.4357 0.4112 -1.5786 1.03 0.43 0.88 0.157
C 0.0104 0.0315 0.0073 0.14 0.47 -0.98 -0.368
C 1.0587 -0.5198 0.8495 1.29 -0.84 1.39 -0.180
C -1.5119 1.2659 -0.6294 -1.06 -0.18 -0.04 -0.448
H 1.8401 0.1817 1.2860 -1.34 -0.42 -0.70 0.159
H 0.4889 -0.9640 1.7213 0.85 0.08 -0.53 0.147
H 1.1613 -1.8833 -0.5177 0.16 -0.02 -0.09 0.079

[18]
11
Properties=species:S:1:pos:R:3:forces:R:3:lowdin_charge:R:1 method="wB97M-V/def2-TZVPD" orbital_gap_ev=8.5 fmax_ev_per_a=5.57 homo_energy_ev=-8.8 smiles="On1[nH]c(F)cc1=S" total_charge=0
S -1.3396 2.4050 -0.0449 0.83 -2.06 0.26 0.602
F 2.4614 -1.0784 0.0901 -0.54 -0.06 -0.09 0.137
O -2.0011 -0.7786 0.2206 -3.04 2.37 2.21 -0.035
N 0.0988 -1.1956 0.1209 4.64 -2.27 -2.08 0.085
N -0.8648 -0.3318 -0.3549 0.31 1.14 0.77 -0.227
C 1.3063 -0.4543 -0.0070 -1.19 1.97 0.15 -0.280
C -0.3923 1.0009 -0.1306 -0.23 1.11 -1.46 -0.745
C 1.0654 0.9026 -0.1939 -1.90 -3.61 0.89 0.008
H 1.7042 1.7167 -0.1771 1.15 1.16 -0.02 0.088
H 0.2220 -2.0923 -0.5056 -0.76 2.01 1.51 0.210
H -2.2604 -0.0944 0.9823 0.73 -1.77 -2.14 0.156

[19]
10
Properties=species:S:1:pos:R:3:forces:R:3:lowdin_charge:R:1 method="wB97M-V/def2-TZVPD" orbital_gap_ev="8.6 / 6.2" fmax_ev_per_a=4.33 homo_energy_ev="-9.2 / -9.1" total_charge=0
S -1.1817 1.9225 -1.7654 -0.37 -0.80 -1.28 0.665
F -1.5677 0.9946 -3.0828 0.37 0.86 1.24 -0.601
N 1.3516 -0.0601 1.7429 -0.67 0.95 2.21 0.055
N -0.3040 -0.4567 0.3944 -1.08 -0.22 -1.94 -0.002
C 0.8825 -0.8657 -0.2596 -2.61 -0.82 -3.36 -0.149
C 1.7763 -0.6069 0.6580 3.36 -0.35 0.18 -0.112
C 0.0448 0.0435 1.5904 -0.01 0.19 -0.71 -0.216
H 0.9302 -1.2008 -1.3545 -0.23 0.42 2.19 0.128
H -1.2416 -0.3777 -0.0478 1.19 -0.16 0.66 0.119
H -0.6903 0.6072 2.1244 0.04 -0.07 0.82 0.114

[20]
11
Properties=species:S:1:pos:R:3:forces:R:3:lowdin_charge:R:1 method="wB97M-V/def2-TZVPD" orbital_gap_ev=9.6 fmax_ev_per_a=2.21 homo_energy_ev=-10.8 smiles="N#CC(=N)C#N.NF" total_charge=0
F 0.4272 -0.3679 0.9502 -1.53 -0.33 0.30 -0.153
N 1.2424 -3.2255 -1.8783 -0.24 -0.53 -0.08 0.189
N -0.8412 0.0631 1.4590 0.69 2.10 -0.08 0.064
N -1.0863 0.4568 -2.1732 0.15 0.27 -0.23 0.199
N 2.4096 -0.3477 -1.7079 0.43 0.94 0.11 0.218
C -0.0006 0.0836 -2.1553 -0.57 0.19 0.52 -0.141
C 1.2057 -0.6510 -1.9089 1.14 -1.01 -0.27 -0.387
C 1.1140 -2.0904 -1.9226 -0.60 -0.37 0.06 -0.180
H -1.5081 0.1240 0.7136 0.29 -0.08 -1.21 0.049
H 2.6468 0.6347 -1.6937 -0.29 0.50 -0.03 0.088
H -1.2486 -0.5813 2.0850 0.54 -1.68 0.90 0.054